# C2H11NO2S2

A 3-piece molecular cluster, C2H11NO2S2 overall in a non-equilibrium geometry (wB97M-V/def2-TZVPD, OMol25).

Geometry (Å):
1 N 1.896687 -0.896016 -0.741628
2 C 0.637917 -0.336983 -1.248293
3 C -0.563221 -0.874364 -0.563141
4 S -2.030525 0.194896 -0.942095
5 S -3.521304 -0.595996 0.274983
6 H 1.678183 -1.105351 0.280653
7 H 1.860942 -1.923358 -1.103980
8 H 0.470286 -0.403365 -2.473531
9 H 0.631233 0.846473 -1.153642
10 H -0.535014 -1.184122 0.594785
11 H -0.895198 -1.879992 -1.043199
12 H -2.993394 -1.842948 0.347825
13 O 2.573984 1.247568 0.952106
14 H 2.106864 1.045354 1.743365
15 H 2.228134 0.602291 0.323947
16 O -0.945420 2.099568 1.677560
17 H -1.332481 2.249282 0.735300
18 H -1.267676 2.757070 2.338982

Force components x, y, z for each atom (eV/Å):
N -1.364 -3.379 0.191
C -0.281 3.306 -2.725
C -2.836 -2.975 1.250
S 0.519 -0.041 0.039
S 0.399 -0.373 0.243
H 0.582 0.393 -1.414
H 0.633 2.178 0.577
H 0.802 -0.350 3.173
H 0.280 -2.250 0.228
H 0.360 1.424 -2.328
H 0.798 1.383 0.687
H -0.303 0.247 -0.196
O 0.413 0.190 -0.736
H -0.607 0.060 1.139
H 0.572 0.315 -0.170
O -0.804 0.548 -1.397
H 0.732 -0.070 2.810
H 0.107 -0.604 -1.369

Properties
calculated total energy	-1084.33615	Ha
energy above the lowest of the compared OMol25 structures with the same formula, charge and spin	43.1	kcal/mol
maximum force	4.30	eV/A
orbital gap	8.930	eV
charge	0
SMILES	NCCSS.O.O
M	145.2	Da


# C3H13N3O2

A 4-piece molecular cluster, C3H13N3O2 overall in a non-equilibrium geometry (wB97M-V/def2-TZVPD, OMol25).

Geometry (Å):
1 C -2.233314 -0.830423 -0.479760
2 C -1.393700 -1.869399 -0.545623
3 N 0.398757 0.139064 1.621787
4 C 1.198033 0.935405 0.724877
5 N 0.607081 2.198310 0.487647
6 N 1.431002 0.217081 -0.482207
7 H -0.479001 -1.738935 -1.110747
8 H -2.908912 -0.670086 0.351155
9 H -2.227933 -0.072028 -1.253814
10 H 1.713566 -0.781688 -0.281588
11 H -1.375257 -2.592267 0.263115
12 H 0.675042 -0.872167 1.394015
13 H -0.293192 2.016129 -0.027463
14 H 1.172451 2.769793 -0.145611
15 H 2.079737 -2.470805 0.925155
16 H -1.189334 2.214274 -1.948126
17 H 0.688421 0.408971 -1.178038
18 O -0.920727 1.480011 -1.352894
19 H 2.163127 1.132341 1.230319
20 H -0.560296 0.239386 1.263813
21 O 1.454451 -1.852968 0.543989

Force components x, y, z for each atom (eV/Å):
C 0.002 -0.507 -0.418
C 0.225 1.320 1.214
N -1.249 0.372 -1.027
C 1.591 0.693 0.215
N 0.332 0.033 -0.451
N -1.424 2.281 -0.094
H -0.390 -0.799 -0.718
H -0.399 -0.350 -0.125
H 0.087 0.040 0.221
H 1.234 -1.719 0.327
H 0.072 -0.183 -0.196
H 0.194 -0.334 0.750
H -1.042 0.343 -0.460
H 0.135 -0.056 0.429
H 0.405 -0.212 -0.194
H 0.412 -0.465 0.549
H -0.013 0.164 0.108
O 0.048 0.547 -0.182
H 0.068 -0.268 -0.340
H 0.122 -0.213 0.177
O -0.408 -0.687 0.212

Properties
calculated total energy	-436.53399	Ha
energy above the lowest of the compared OMol25 structures with the same formula, charge and spin	208.2	kcal/mol
maximum force	2.69	eV/A
orbital gap	4.693	eV
charge	0
M	123.2	Da


# C5H9NO

A single C5H9NO molecule in a non-equilibrium geometry (wB97M-V/def2-TZVPD, OMol25).

Geometry (Å):
1 C 2.257003 0.575862 0.163207
2 O 1.250789 -0.084504 0.894358
3 C 0.325486 -0.953936 0.206066
4 C -0.972404 -0.152728 0.318713
5 C -1.398004 0.708605 -0.881544
6 C -2.105843 -0.981078 0.781714
7 N -2.992886 -1.667600 1.079182
8 H 2.178461 1.670290 0.261695
9 H 2.195090 0.315810 -0.898011
10 H 3.219502 0.255226 0.568591
11 H 0.256465 -1.885770 0.780140
12 H 0.680165 -1.157792 -0.807863
13 H -0.367757 0.505249 1.054946
14 H -2.348908 1.204669 -0.661052
15 H -0.650013 1.490023 -1.038417
16 H -1.527144 0.157675 -1.821723

Force components x, y, z for each atom (eV/Å):
C 0.287 -0.099 -0.214
O 0.554 -0.691 -0.032
C 0.639 0.089 0.044
C 0.436 0.487 0.312
C 0.082 0.136 -0.026
C -0.506 -0.333 0.486
N 1.110 0.882 -0.357
H -0.128 -0.329 0.056
H 0.145 0.069 0.031
H 0.102 0.138 -0.223
H 0.094 0.181 -0.218
H -0.130 -0.017 0.009
H -2.907 -0.279 -0.081
H 0.192 -0.059 -0.015
H -0.043 -0.081 -0.090
H 0.075 -0.093 0.319

Properties
calculated total energy	-325.84436	Ha
energy above the lowest of the compared OMol25 structures with the same formula, charge and spin	58.5	kcal/mol
maximum force	2.92	eV/A
orbital gap	11.106	eV
charge	0
SMILES	COC[C@@H](C)C#N
M	99.1	Da


# C5H11NO

A 2-piece molecular cluster, C5H11NO overall in a non-equilibrium geometry (wB97M-V/def2-TZVPD, OMol25).

Geometry (Å):
1 C 1.484580 -1.277358 0.946980
2 N 1.073198 -0.079752 0.801594
3 C 0.365123 0.009052 -0.474815
4 C 1.016476 -0.005785 -1.623958
5 C -1.099845 0.342435 -0.376473
6 C -1.972997 -0.931665 -0.279957
7 H 2.164499 -1.481130 1.765578
8 H 1.223247 -2.078305 0.257602
9 H 0.548357 0.018550 -2.604961
10 H 2.058184 0.232248 -1.823191
11 H -1.262335 1.087004 0.404170
12 H -1.391239 0.883940 -1.282514
13 H -1.761984 -1.609893 -1.093651
14 H -1.789393 -1.495618 0.647964
15 H -3.000865 -0.582997 -0.176513
16 O 0.812963 2.737438 1.503877
17 H 1.406911 2.137446 2.018294
18 H 0.125113 2.094384 1.389978

Force components x, y, z for each atom (eV/Å):
C 0.408 0.697 0.485
N -0.410 -1.147 -1.638
C 0.057 1.339 1.037
C 0.669 0.588 -1.478
C -0.097 -0.816 -0.866
C 0.131 0.896 1.582
H -0.155 -0.238 0.287
H 0.158 -0.032 -0.047
H -0.811 0.173 0.404
H 0.333 -0.862 0.998
H -0.100 -0.445 0.369
H 0.100 -0.203 -0.017
H -0.346 0.057 -0.420
H 0.204 0.207 -0.173
H -0.212 -0.474 -0.551
O 1.127 -0.503 1.117
H -0.180 0.990 -0.645
H -0.877 -0.228 -0.444

Properties
calculated total energy	-327.03445	Ha
energy above the lowest of the compared OMol25 structures with the same formula, charge and spin	60.8	kcal/mol
maximum force	2.04	eV/A
orbital gap	10.252	eV
charge	0
SMILES	C=NC(=C)CC.O
M	101.1	Da


# C33H23Cl2N6OSY

C33H23Cl2N6OSY as an isolated structure (wB97M-V/def2-TZVPD, OMol25).

Geometry (Å):
1 Y 0.078947 0.632393 -0.562610
2 Cl -3.457222 1.144551 -6.949535
3 C -2.335816 1.139187 -5.634512
4 C -1.026290 0.703671 -5.847571
5 C -0.108732 0.696610 -4.815816
6 C -0.491773 1.097969 -3.538175
7 O 0.388644 1.086220 -2.530713
8 C -1.815633 1.547231 -3.317253
9 C -2.272709 2.149186 -2.081235
10 N -1.725642 2.016326 -0.915395
11 C -2.052238 2.870095 0.186564
12 C -3.288188 3.399946 0.423880
13 C -3.494010 4.292269 1.501995
14 C -2.454561 4.655520 2.305573
15 C -1.162199 4.113594 2.086905
16 C -0.044183 4.482838 2.873377
17 C 1.178821 3.936155 2.620115
18 C 1.281291 2.977227 1.595760
19 N 0.270411 2.606186 0.839673
20 C -0.962323 3.190482 1.048993
21 C -2.721969 1.585846 -4.396695
22 H -0.730285 0.388231 -6.839315
23 H 0.914157 0.395443 -4.993950
24 H -3.128576 2.818982 -2.182759
25 H -4.123016 3.142368 -0.216123
26 H -4.481937 4.698182 1.669995
27 H -2.598631 5.360477 3.114313
28 H -0.179092 5.210881 3.664442
29 H 2.055172 4.211047 3.188959
30 H 2.233476 2.496351 1.401179
31 H -3.725823 1.965062 -4.251923
32 N 2.214931 -1.819932 2.447791
33 C 3.045568 -2.698036 1.681501
34 C 3.217518 -4.009081 2.084667
35 C 3.993698 -4.857729 1.306420
36 C 4.554424 -4.402973 0.121516
37 C 4.343943 -3.094812 -0.291247
38 C 3.605653 -2.229834 0.505102
39 S 3.425400 -0.530846 0.096152
40 N 1.864409 -0.229028 0.766521
41 C 1.514001 -0.827912 1.856670
42 C 0.215568 -0.438244 2.515111
43 C 0.129834 -0.340987 3.889741
44 C -1.100848 -0.000899 4.443499
45 C -2.181895 0.216785 3.609839
46 C -1.995427 0.111446 2.239387
47 N -0.819542 -0.205396 1.691149
48 H 1.782351 -2.236490 3.258713
49 H 2.763583 -4.372134 2.999150
50 H 4.153544 -5.877108 1.629990
51 H 5.161285 -5.062025 -0.483757
52 H 4.780789 -2.739225 -1.216550
53 H 0.995177 -0.507075 4.517752
54 H -1.210004 0.089679 5.516349
55 H -3.157431 0.473901 3.997466
56 H -2.813738 0.290669 1.552513
57 Cl -1.832920 -5.110468 -0.707128
58 C -0.710699 -3.964107 -1.329167
59 C 0.280791 -4.329208 -2.224670
60 C 1.146922 -3.350205 -2.681884
61 C 0.994462 -2.050413 -2.234806
62 N 0.039095 -1.704999 -1.361269
63 C -0.801315 -2.646354 -0.918728
64 H 0.364883 -5.356450 -2.553815
65 H 1.931890 -3.589558 -3.385313
66 H 1.648504 -1.259256 -2.578414
67 H -1.564489 -2.352198 -0.208425

Force components x, y, z for each atom (eV/Å):
Y 0.517 -0.498 0.267
Cl 0.037 0.004 0.041
C -0.144 0.026 -0.078
C 0.144 -0.020 0.058
C -0.224 0.010 -0.260
C 0.355 0.069 0.735
O -0.183 0.024 -0.851
C -0.386 0.194 0.057
C 0.036 0.075 -0.096
N -0.033 0.213 0.156
C 0.105 -0.176 -0.382
C -0.121 0.102 0.167
C -0.019 -0.092 -0.119
C 0.088 -0.025 0.011
C -0.110 0.137 0.171
C -0.094 0.036 0.008
C 0.006 -0.092 -0.083
C 0.049 0.087 0.102
N -0.407 0.164 -0.022
C 0.176 -0.033 -0.073
C 0.120 -0.054 -0.058
H -0.013 -0.001 0.002
H 0.014 -0.002 0.058
H 0.017 0.016 -0.035
H 0.001 0.002 0.009
H 0.000 -0.001 -0.010
H 0.005 -0.003 -0.009
H 0.023 -0.010 -0.006
H 0.003 -0.011 -0.012
H 0.000 -0.007 0.005
H 0.006 -0.012 0.009
N 0.017 0.028 -0.046
C -0.170 0.168 0.189
C 0.059 -0.067 -0.080
C 0.006 0.005 -0.015
C -0.016 -0.021 0.035
C -0.010 0.070 -0.041
C 0.137 -0.327 -0.081
S -0.104 0.182 0.051
N 0.026 -0.024 0.172
C -0.122 -0.063 0.139
C 0.358 -0.181 -0.175
C -0.255 0.014 0.037
C 0.044 -0.006 0.097
C -0.038 0.008 -0.138
C 0.024 -0.023 0.052
N 0.125 0.172 -0.075
H 0.053 -0.060 -0.001
H -0.007 0.042 0.005
H 0.007 0.009 -0.013
H -0.008 -0.009 0.014
H -0.011 0.020 0.019
H -0.001 0.013 -0.008
H 0.017 0.000 -0.008
H 0.019 -0.011 0.036
H -0.011 0.004 0.009
Cl 0.066 0.012 -0.047
C -0.128 -0.018 0.106
C 0.025 -0.049 -0.032
C 0.018 0.024 -0.007
C -0.029 -0.100 -0.010
N -0.129 0.050 0.097
C 0.100 -0.031 -0.007
H 0.001 0.010 -0.003
H -0.008 -0.004 0.001
H -0.019 0.022 -0.027
H -0.005 0.017 -0.007

Properties
calculated total energy	-3031.75327	Ha
energy above the lowest of the compared OMol25 structures with the same formula, charge and spin	0.0	kcal/mol
maximum force	0.87	eV/A
orbital gap	7.130	eV
charge	+2
M	711.5	Da